No. 1
C3H7NOS2 in the gas phase in a non-equilibrium geometry. Source: the Open Molecules 2025 dataset; level of theory: wB97M-V/def2-TZVPD.

Geometry as XYZ:
```
14
Properties=species:S:1:pos:R:3:nbo_charge:R:1
S 2.2906 0.5013 1.3943 -0.100
S 0.6152 -0.4258 1.9315 0.045
C -0.6519 -0.6276 0.5292 -0.509
C -0.2425 0.3352 -0.5564 -0.245
N -1.2429 0.5891 -1.4593 -0.664
C -1.6970 -0.4291 -2.4002 0.554
O -2.5027 -0.2689 -3.2664 -0.550
H 1.9475 1.7909 1.5238 0.111
H -0.7541 -1.6776 0.0850 0.225
H -1.5530 -0.2836 1.0780 0.227
H 0.6901 -0.2278 -1.0523 0.179
H 0.2066 1.2954 -0.3210 0.223
H -1.5334 1.5577 -1.4946 0.403
H -1.2256 -1.3072 -2.1210 0.102
```

Calculated values
ΔE to the lowest compared entry with this formula, charge and spin = 156.5 kJ/mol
multiplicity = 1
SMILES = O=CNCCSS
orbital gap = 9.6 eV


No. 2
A molecular structure, C31H28AsCeF6N6O2 in a non-equilibrium geometry. Source: the Open Molecules 2025 dataset; level of theory: wB97M-V/def2-TZVPD.

Geometry as XYZ:
```
75
Properties=species:S:1:pos:R:3:mulliken_charge:R:1
Ce 0.9679 -0.6280 -0.0190 0.996
C 2.1195 0.4908 2.9584 -1.364
N 1.3806 1.1487 1.8505 0.894
C 2.2112 2.2742 1.3509 -1.610
C 1.8065 2.7043 -0.0231 0.844
C 2.1054 3.9711 -0.4775 -1.176
C 1.8567 4.2923 -1.8044 -0.621
C 1.3230 3.3222 -2.6410 -1.212
C 1.0250 2.0892 -2.1142 -0.086
N 1.2326 1.7805 -0.8153 0.922
C 0.0826 1.7247 2.3122 -1.103
C -1.0530 0.7533 2.3892 0.732
C -1.9864 0.8118 3.4029 -1.004
C -3.0750 -0.0518 3.3664 -0.771
C -3.1863 -0.9507 2.3174 -1.162
C -2.2047 -0.9558 1.3469 -0.199
N -1.1601 -0.1177 1.3775 1.174
C 1.5982 -0.8720 3.3098 0.952
C 1.9007 -1.4285 4.5370 -1.125
C 1.4401 -2.7040 4.8191 -0.571
C 0.6861 -3.3760 3.8624 -1.187
C 0.4527 -2.7657 2.6525 -0.493
N 0.9165 -1.5324 2.3679 0.950
H 2.1136 1.1179 3.8536 0.625
H 3.1617 0.3869 2.6513 0.408
H 3.2516 1.9534 1.3377 0.526
H 2.1467 3.1144 2.0468 0.674
H 2.5399 4.6991 0.1956 0.586
H 2.0868 5.2809 -2.1806 0.488
H 1.1294 3.5203 -3.6863 0.560
H 0.5853 1.3225 -2.7354 0.703
H -0.1893 2.5082 1.6007 0.574
H 0.2401 2.2153 3.2747 0.344
H -1.8685 1.5275 4.2066 0.580
H -3.8245 -0.0211 4.1478 0.482
H -4.0175 -1.6390 2.2463 0.537
H -2.2556 -1.6510 0.5188 0.261
H 2.4751 -0.8676 5.2637 0.586
H 1.6575 -3.1645 5.7743 0.471
H 0.2909 -4.3642 4.0529 0.520
H -0.1237 -3.2583 1.8804 0.572
O -4.0029 4.6092 -4.4547 -0.445
C -3.0535 4.4542 -3.5035 0.502
O -2.5233 5.4085 -3.0222 -0.492
C -2.7177 3.0601 -3.0613 0.198
C -2.5303 1.9941 -3.9272 -0.873
C -2.0267 0.7839 -3.4573 0.003
C -1.7337 0.6505 -2.1104 -0.784
C -1.9528 1.6991 -1.2310 0.023
C -2.4402 2.8984 -1.7066 -1.127
N -1.0871 -0.5689 -1.6506 0.650
C -1.5652 -1.6750 -2.0553 -0.365
C -0.9383 -2.9681 -1.7439 0.409
C -1.3384 -4.0972 -2.4176 -1.047
C -0.6900 -5.3042 -2.1590 -0.571
C 0.3217 -5.3180 -1.2214 -1.177
C 0.6534 -4.1392 -0.5713 -0.131
N 0.0384 -2.9745 -0.8089 0.377
H -4.4263 3.7648 -4.6592 0.351
H -2.7149 2.1111 -4.9894 0.473
H -1.8025 -0.0136 -4.1566 0.588
H -1.7351 1.5927 -0.1793 0.488
H -2.5801 3.7450 -1.0456 0.508
H -2.4896 -1.7043 -2.6324 0.711
H -2.1383 -4.0401 -3.1455 0.567
H -0.9748 -6.2066 -2.6844 0.481
H 0.8609 -6.2247 -0.9821 0.498
H 1.4343 -4.1347 0.1748 0.590
F 2.5566 -2.1902 0.1792 -0.389
As 3.6661 -1.4932 -1.1286 1.687
F 1.9766 -1.0770 -1.8953 -0.465
F 3.2116 -0.0394 -0.1618 -0.345
F 4.3482 -0.5513 -2.3046 -0.389
F 4.9764 -1.7601 -0.1565 -0.378
F 3.5786 -2.9524 -1.9058 -0.406
```

Calculated values
charge = +3
multiplicity = 1
orbital gap = 5.0 eV


No. 3
C2H2N4O in the gas phase in a non-equilibrium geometry. Source: the Open Molecules 2025 dataset; level of theory: wB97M-V/def2-TZVPD.

Geometry as XYZ:
```
9
Properties=species:S:1:pos:R:3:nbo_charge:R:1
C -3.2963 0.7234 -0.0100 0.348
C -1.1054 -0.7105 -0.2452 0.495
N -3.9613 1.5875 -0.3610 -0.324
N -1.6751 -1.8239 -0.3953 -0.140
N -2.5931 -0.2291 0.6231 -0.235
N 0.1326 -0.2998 -0.0224 -0.815
O -2.9414 -1.5183 0.1495 -0.195
H 0.6708 -1.0547 0.2960 0.434
H 0.2759 0.5913 -0.4663 0.431
```

Calculated values
ΔE to the lowest compared entry with this formula, charge and spin = 405.0 kJ/mol
multiplicity = 1
SMILES = N#Cn1onc1N
orbital gap = 9.9 eV


No. 4
A molecular structure, C5H5F3O3 in a non-equilibrium geometry. Source: the Open Molecules 2025 dataset; level of theory: wB97M-V/def2-TZVPD.

Geometry as XYZ:
```
16
Properties=species:S:1:pos:R:3:nbo_charge:R:1
C 2.8263 -0.5189 -0.3306 -0.283
C 0.7396 0.0562 0.3466 0.766
C -0.3893 1.0787 0.2521 -0.373
C -1.6014 0.6427 0.0579 0.244
C -2.0449 -0.8269 -0.0787 0.958
H 3.3736 -0.6496 0.6265 0.206
H 2.5361 -1.7914 -0.6831 0.194
H 3.7137 -0.0450 -1.0213 0.205
H -0.1151 2.2610 0.2712 0.231
H -2.1084 2.5248 0.2209 0.479
O 1.7331 0.3004 -0.4284 -0.490
O 0.6807 -0.8922 1.1008 -0.580
O -2.6930 1.5565 0.1070 -0.644
F -2.1441 -1.4733 1.0881 -0.292
F -3.3145 -0.8032 -0.6744 -0.330
F -1.1923 -1.4200 -0.8545 -0.291
```

Calculated values
ΔE to the lowest compared entry with this formula, charge and spin = 98.8 kJ/mol
multiplicity = 1
orbital gap = 10.5 eV


No. 5
C4H4FNO2 in the gas phase in a non-equilibrium geometry. Source: the Open Molecules 2025 dataset; level of theory: wB97M-V/def2-TZVPD.

Geometry as XYZ:
```
12
Properties=species:S:1:pos:R:3:nbo_charge:R:1
C 0.1282 0.9573 -0.7195 0.247
C -0.5539 -0.1798 -1.1898 -0.430
C -0.5523 -1.1042 -0.1782 0.519
C 0.5056 0.7576 0.5757 -0.200
H 1.1112 2.5106 -1.0627 0.480
H -0.9566 -0.2848 -2.1620 0.238
H -0.1935 -2.0824 1.8793 0.473
H 1.2171 1.3173 1.2059 0.222
N 0.2283 -0.6339 0.8391 -0.097
O 0.2070 2.1326 -1.4291 -0.653
O 0.0981 -1.2167 2.1569 -0.506
F -1.2392 -2.1736 0.0844 -0.292
```

Calculated values
ΔE to the lowest compared entry with this formula, charge and spin = 241.3 kJ/mol
multiplicity = 1
SMILES = Oc1cc(F)n(O)c1
orbital gap = 9.1 eV


No. 6
A molecular structure, C15H36IrO2S2Si4 in a non-equilibrium geometry. Source: the Open Molecules 2025 dataset; level of theory: wB97M-V/def2-TZVPD.

Geometry as XYZ:
```
60
Properties=species:S:1:pos:R:3:nbo_charge:R:1
Ir 0.1414 0.1077 -0.5538 0.685
C 3.6498 -1.6166 1.9165 -0.697
C 2.7573 -0.8095 1.0413 -0.083
S 1.0162 -0.9566 1.3056 -0.149
C 3.3591 0.2574 0.1642 0.056
C 4.6221 -0.2388 -0.5424 -0.603
S 1.3920 2.0949 -0.8314 -0.071
H 3.0971 -2.0547 2.7470 0.230
H 4.4613 -1.0071 2.3288 0.222
H 4.1211 -2.4401 1.3661 0.228
H 5.3644 -0.5190 0.2019 0.221
H 5.0352 0.5686 -1.1474 0.225
H 4.3967 -1.0892 -1.1811 0.230
C 3.0248 1.7774 2.0463 -0.249
O 3.7799 1.4163 0.8991 -0.544
C 2.3433 0.6216 -0.9361 0.285
O 2.1005 -0.2223 -1.8122 -0.609
H 3.0861 1.0134 2.8261 0.169
H 1.9744 1.9621 1.8111 0.181
H 3.4731 2.6981 2.4145 0.197
C -4.8528 -1.9616 0.1312 -1.115
Si -2.9767 -1.8917 0.3207 1.341
C -2.5238 -2.1171 2.1362 -1.115
C -2.1678 -3.2432 -0.6965 -1.120
Si -2.1628 0.2591 -0.2870 -0.387
Si -3.4028 0.8336 -2.2386 1.337
C -2.6166 2.3595 -3.0144 -1.116
C -5.2425 1.1486 -1.9671 -1.116
C -3.1874 -0.6267 -3.4138 -1.114
Si -2.5694 2.1040 1.1694 1.351
C -1.9980 3.7317 0.4319 -1.118
C -4.3962 2.1886 1.6220 -1.112
C -1.5754 1.7487 2.7317 -1.116
H -5.2010 -2.9167 0.5361 0.241
H -5.1599 -1.9206 -0.9152 0.236
H -5.3612 -1.1635 0.6730 0.239
H -2.7568 -3.1409 2.4432 0.238
H -3.0838 -1.4409 2.7849 0.235
H -1.4601 -1.9510 2.3049 0.250
H -2.4362 -4.2159 -0.2764 0.239
H -1.0817 -3.1497 -0.6647 0.250
H -2.4787 -3.2296 -1.7416 0.241
H -2.9478 3.2793 -2.5320 0.236
H -2.9130 2.4112 -4.0656 0.238
H -1.5281 2.3208 -2.9707 0.249
H -5.4283 2.0790 -1.4307 0.234
H -5.7501 0.3398 -1.4428 0.240
H -5.7044 1.2483 -2.9547 0.239
H -2.1351 -0.8812 -3.5423 0.244
H -3.5949 -0.3674 -4.3948 0.237
H -3.7147 -1.5146 -3.0595 0.232
H -2.7465 4.1717 -0.2278 0.238
H -1.0695 3.6265 -0.1293 0.248
H -1.8205 4.4332 1.2504 0.242
H -5.0396 2.4053 0.7703 0.237
H -4.5243 2.9966 2.3486 0.241
H -4.7461 1.2668 2.0885 0.238
H -0.5324 1.5418 2.4897 0.246
H -1.9665 0.8909 3.2813 0.239
H -1.6109 2.6180 3.3954 0.234
```

Calculated values
ΔE to the lowest compared entry with this formula, charge and spin = 27.0 kJ/mol
multiplicity = 6
orbital gap (alpha / beta) = 7.2 / 5.7 eV